1.
73
Properties=species:S:1:pos:R:3 method="wB97M-V/def2-TZVPD" homo_energy_ha="-0.1846 / -0.1958" e_tot_ha=-3351.4880 max_force_ev_per_a=0.74 spin_multiplicity=1 charge=-1
Pb 0.383 0.122 0.691
C -0.817 -1.434 -2.701
C -2.103 -1.289 -2.398
C -2.716 -1.889 -1.168
C -1.720 -2.626 -0.206
C -0.349 -2.886 -0.776
C 0.060 -2.312 -1.906
H -0.394 -0.935 -3.566
H -2.757 -0.669 -3.008
H -3.613 -2.461 -1.414
H -2.116 -3.566 0.186
H 0.285 -3.592 -0.251
H 1.055 -2.514 -2.295
I 0.708 -2.388 2.709
C -1.323 -2.139 3.206
C -1.646 -2.324 4.537
C -2.938 -2.053 4.964
C -3.875 -1.599 4.055
C -3.556 -1.418 2.717
C -4.599 -0.981 1.777
C -4.356 -0.702 0.502
C -2.981 -0.807 -0.068
C -1.974 -1.506 0.830
C -2.250 -1.700 2.246
H -0.890 -2.648 5.241
H -3.198 -2.181 6.008
H -4.877 -1.356 4.389
H -5.600 -0.871 2.181
H -5.150 -0.358 -0.156
H -2.671 0.189 -0.419
F 4.952 -3.086 -0.648
C 4.519 -1.868 -0.258
C 3.171 -1.653 -0.057
C 2.720 -0.394 0.324
C 3.641 0.651 0.500
C 4.992 0.363 0.323
F 5.946 1.297 0.553
C 5.455 -0.878 -0.063
C 3.136 2.007 0.867
C 3.871 3.179 0.715
C 3.309 4.390 1.077
C 2.031 4.417 1.605
C 1.345 3.222 1.700
N 1.876 2.052 1.332
H 2.486 -2.486 -0.195
H 6.514 -1.061 -0.188
H 4.861 3.155 0.287
H 3.867 5.306 0.935
H 1.557 5.342 1.907
H 0.329 3.182 2.073
F 0.407 6.070 -4.528
C -0.598 5.208 -4.652
C -1.536 5.469 -5.599
F -1.388 6.569 -6.327
C -2.655 4.628 -5.840
C -2.679 3.467 -5.027
C -1.743 3.211 -4.080
F -1.866 2.087 -3.373
C -0.649 4.069 -3.810
C 0.295 3.795 -2.792
C 0.247 2.616 -2.005
N 0.250 1.659 -1.362
C 1.377 4.673 -2.456
N 2.262 5.332 -2.122
F -3.651 2.577 -5.192
C -3.652 4.926 -6.791
C -3.616 6.074 -7.644
N -3.648 6.966 -8.375
C -4.814 4.114 -6.994
N -5.778 3.518 -7.207
S -2.817 2.256 3.952
C -1.531 1.548 3.255
N -0.592 1.061 2.736

2.
70
Properties=species:S:1:pos:R:3 method="wB97M-V/def2-TZVPD" homo_energy_ha="-0.6148 / -0.6162" e_tot_ha=-3124.9351 max_force_ev_per_a=2.81 spin_multiplicity=2 charge=+3
Mn -0.278 -0.343 0.234
C 1.852 -5.691 -2.765
C 3.072 -5.032 -2.764
C 3.290 -3.923 -1.936
C 2.178 -3.462 -1.240
C 1.961 -2.182 -0.511
N 0.677 -2.096 -0.142
C 0.025 -3.244 -0.506
N -1.165 -3.637 -0.102
C -1.999 -2.800 0.529
C -3.212 -3.287 1.165
C -3.867 -4.518 1.104
C -5.137 -4.608 1.677
C -5.695 -3.500 2.327
C -5.007 -2.300 2.477
C -3.804 -2.173 1.808
C -2.921 -1.050 1.524
N -3.116 0.162 2.042
C -2.183 1.112 2.046
N -0.893 1.021 1.608
C -0.310 2.247 1.883
N 0.955 2.611 1.692
C 1.813 1.696 1.198
N 1.525 0.485 0.630
C 2.687 -0.154 0.362
N 2.910 -1.263 -0.338
C 3.799 0.655 0.885
C 5.174 0.446 0.996
C 5.932 1.476 1.535
C 5.370 2.674 1.966
C 4.024 2.878 1.886
C 3.231 1.875 1.347
C -1.281 3.159 2.545
C -1.219 4.497 2.942
C -2.407 5.089 3.317
C -3.597 4.387 3.410
C -3.665 3.048 3.017
C -2.490 2.458 2.592
N -1.902 -1.449 0.695
C 0.939 -4.101 -1.244
C 0.802 -5.281 -1.936
H 1.665 -6.608 -3.322
H 3.854 -5.456 -3.408
H 4.246 -3.390 -1.869
H -3.363 -5.379 0.667
H -5.611 -5.597 1.662
H -6.733 -3.579 2.750
H -5.490 -1.426 2.920
H 5.614 -0.513 0.656
H 7.023 1.321 1.533
H 6.027 3.481 2.316
H 3.523 3.831 2.184
H -0.269 5.035 2.973
H -2.418 6.153 3.528
H -4.459 4.978 3.774
H -4.609 2.476 2.931
H -0.180 -5.762 -1.939
C -0.270 0.535 -1.351
C 0.024 1.216 -2.352
C 0.266 2.004 -3.470
C -0.852 2.436 -4.227
C -0.665 3.356 -5.205
C 0.653 3.648 -5.591
C 1.776 3.262 -4.845
C 1.593 2.406 -3.771
H -1.851 2.042 -3.991
H -1.495 3.890 -5.670
H 0.750 4.126 -6.587
H 2.763 3.590 -5.137
H 2.417 2.045 -3.111